one | 11
Properties=species:S:1:pos:R:3 method="wB97M-V/def2-TZVPD" s_squared=2.014 multiplicity=3 molar_mass_da=257.15 homo_lumo_gap_ev="6.05 / 8.65"
O 0.285 2.940 -0.129
O -0.624 0.838 -0.436
H 0.251 1.717 -1.118
Pt -0.733 1.977 0.818
C -0.498 -0.567 -0.383
C 0.575 -1.145 0.513
H -0.290 -0.854 -1.427
H -1.485 -0.942 -0.067
H 1.579 -0.861 0.166
H 0.414 -0.859 1.563
H 0.525 -2.244 0.499

two | 11
Properties=species:S:1:pos:R:3 method="wB97M-V/def2-TZVPD" s_squared=2.005 multiplicity=3 molar_mass_da=257.15 homo_lumo_gap_ev="7.78 / 7.72"
C -1.255 -0.894 0.482
C -0.496 0.206 -0.243
O -0.423 1.346 0.627
H -1.156 -0.814 1.576
H -2.331 -0.878 0.230
H -0.855 -1.878 0.192
H -1.076 0.477 -1.148
H 0.445 1.829 0.485
Pt 1.239 -0.499 -0.863
O 2.737 0.182 -0.458
H 3.170 0.924 -0.879

Of them, the most stable is two and the least stable is one.

one | 16
Properties=species:S:1:pos:R:3 method="wB97M-V/def2-TZVPD" molar_mass_da=105.11 charge=-1 homo_lumo_gap_ev=7.93
C -0.632 -0.994 -0.550
C -0.005 -2.266 0.148
C 0.138 -0.210 -1.683
O 1.254 -0.661 -1.964
O -0.466 0.853 -1.991
H -1.651 -1.220 -0.906
H -0.796 -0.417 0.329
H 1.088 -2.165 0.084
H -0.153 -3.209 -0.429
H -0.332 -2.328 1.173
C 0.028 2.387 1.056
O 0.665 1.136 1.043
H 1.202 1.007 0.255
H -0.483 2.316 2.064
H -0.545 2.536 0.124
H 0.687 3.233 1.246

two | 16
Properties=species:S:1:pos:R:3 method="wB97M-V/def2-TZVPD" molar_mass_da=105.11 charge=-1 homo_lumo_gap_ev=7.74
C 1.128 1.021 0.761
C 0.906 0.229 2.059
C 1.395 0.049 -0.490
O 1.965 -1.026 -0.255
O 1.045 0.550 -1.581
H 0.295 1.649 0.473
H 2.086 1.540 0.816
H 1.420 -0.732 1.961
H -0.110 -0.010 2.364
H 1.444 0.659 2.911
C -1.686 -0.877 -1.308
O -2.732 0.097 -1.484
H -3.008 0.078 -2.406
H -2.006 -1.557 -0.520
H -1.401 -1.309 -2.264
H -0.742 -0.362 -1.038

three | 16
Properties=species:S:1:pos:R:3 method="wB97M-V/def2-TZVPD" molar_mass_da=105.11 charge=-1 homo_lumo_gap_ev=8.52
C -0.008 -1.685 0.166
C -1.242 -1.954 1.087
O 0.890 -0.805 0.737
H 0.492 -2.641 -0.036
H -0.503 -1.342 -0.752
H -0.958 -2.603 1.906
H 1.211 -0.137 0.019
H -2.162 -2.267 0.582
H -1.558 -0.998 1.522
C -0.128 2.095 -0.768
C 1.430 2.009 -0.840
O 1.915 0.827 -0.867
O 2.055 3.070 -0.754
H -0.386 2.439 0.243
H -0.587 1.109 -0.806
H -0.464 2.884 -1.439

Of them, the most stable is three and the least stable is one.

one | 10
Properties=species:S:1:pos:R:3 method="wB97M-V/def2-TZVPD" molar_mass_da=215.87 homo_lumo_gap_ev=10.22 smiles="C=C1O[C@H]1Br.Br"
C 0.809 -0.975 -0.200
C 0.928 0.363 -0.316
O 1.235 1.345 -1.245
C 0.784 1.719 0.084
Br -1.029 2.438 0.049
H 0.992 -1.583 -0.954
H 0.506 -1.470 0.703
H 1.366 2.260 0.790
Br -3.652 -0.649 -0.138
H -3.792 0.598 0.437

two | 10
Properties=species:S:1:pos:R:3 method="wB97M-V/def2-TZVPD" molar_mass_da=215.87 homo_lumo_gap_ev=11.03 smiles=C[C@@]1(Br)O[C@H]1Br
C 0.410 0.674 0.151
C 0.419 -0.788 0.309
Br 2.117 -1.540 -0.187
O -0.254 -1.294 1.408
C -0.699 -1.711 0.189
Br -2.587 -1.199 -0.178
H 1.138 1.029 0.731
H -0.603 1.143 0.332
H 0.542 0.822 -0.946
H -0.659 -2.832 0.071

Of them, the most stable is two and the least stable is one.